# 1
63
Properties=species:S:1:pos:R:3:forces:R:3:lowdin_charge:R:1 method="wB97M-V/def2-TZVPD" charge=+4 orbital_gap_ev="4.097 / 3.299" e_tot_ha=-2016.86204
Pb -2.6532 3.0940 -0.3012 -0.5 -0.9 5.9 1.68
P -1.0354 -2.3186 0.8978 -0.8 -2.6 -1.3 0.91
P 1.1059 -0.5672 2.7092 1.2 -1.8 0.9 0.83
P 1.3450 2.5208 0.4184 1.9 -0.3 0.1 0.88
O 0.3738 -0.2727 -1.5054 -1.2 0.6 -1.5 -0.06
N -1.8183 1.4295 1.9441 0.2 0.0 -0.8 -0.01
C -2.8997 3.7139 -2.3353 3.3 -1.3 -4.6 -0.27
C 2.4257 -1.5521 1.8858 -0.3 0.3 -0.6 -0.24
C 0.0705 -3.4272 -0.0825 0.7 0.7 0.2 -0.23
C -1.3226 -0.5310 -3.2541 -0.7 -0.3 -0.4 -0.05
C -1.8347 -3.6004 1.9566 0.2 0.7 0.9 -0.24
C -1.7534 2.8640 -2.6240 -2.8 3.3 -3.5 -0.09
C -2.4047 -2.1324 -0.3216 0.0 1.1 -0.2 -0.24
C 0.0067 -0.5978 -2.6945 0.7 -0.5 0.3 -0.42
C -0.7688 -2.0190 -5.1141 0.4 -0.4 0.2 0.02
C 1.2568 3.5107 1.9170 -0.6 -0.1 0.6 -0.19
C 1.0439 3.6735 -0.9644 -1.1 -0.3 -0.5 -0.19
C 0.9376 -1.2747 -3.5564 -0.1 -1.1 -0.4 0.04
C -1.7193 -1.3182 -4.3458 -0.2 1.3 0.7 -0.01
C 2.9621 1.8043 0.2094 0.8 0.1 -0.1 -0.20
C 2.1640 0.4496 3.8410 -0.3 0.8 -0.4 -0.25
C 0.5536 -2.0201 -4.6601 0.7 0.5 0.3 -0.01
C 0.5410 -1.7863 3.9661 -0.8 0.2 -0.1 -0.25
H -0.7600 3.3450 -2.7669 -0.9 -0.4 0.7 0.08
H 2.9224 1.1506 -0.6615 -0.1 0.0 -0.2 0.07
H 0.6460 -2.8185 -0.7889 0.0 -0.2 0.1 0.03
H -1.9921 0.1721 -2.7572 -0.4 -0.7 0.0 0.07
H 1.9375 -1.3205 -3.1960 0.8 -0.1 0.1 0.12
H 2.6121 -0.2139 4.5988 -0.2 0.1 -0.3 0.08
H -2.5356 -3.1008 2.6364 0.1 -0.3 0.0 0.06
H -2.0145 -1.8104 -1.2998 -0.1 -0.1 0.5 0.01
H 3.1341 1.1512 1.0634 0.1 0.1 0.1 0.02
H 0.7597 -3.9501 0.5898 -0.1 0.0 -0.2 0.06
H 1.9135 4.2733 -1.2589 0.2 -0.3 0.5 0.11
H 1.9791 -2.3138 1.2365 0.3 0.2 0.2 0.01
H -0.5132 -4.1758 -0.6331 -0.2 0.3 0.2 0.08
H -1.9509 2.0756 -3.3787 0.1 -0.4 1.3 0.10
H -0.9856 -2.5713 -6.0379 -0.3 0.3 0.5 0.15
H 3.8053 2.4916 0.1016 -0.2 0.1 0.1 0.10
H -2.3913 -4.3146 1.3375 0.2 0.3 -0.1 0.08
H 0.7201 3.1366 -1.8580 0.5 -0.2 0.2 0.02
H -0.3186 -2.3569 3.5908 0.3 0.2 0.4 -0.01
H 2.0195 4.2887 1.9839 0.2 -0.1 -0.4 0.10
H -1.0781 -4.1348 2.5398 -0.2 0.1 0.0 0.06
H -0.9578 1.7342 2.4142 -0.4 -0.3 -0.2 0.00
H 1.2890 -2.6192 -5.1902 0.0 0.2 0.0 0.14
H -2.7658 -1.3492 -4.6431 0.2 0.2 0.0 0.13
H -2.9357 -3.0888 -0.4485 0.3 0.3 0.2 0.08
H 1.5251 1.1882 4.3471 0.4 -0.2 0.1 0.05
H 0.3070 4.0357 2.0276 -0.2 0.0 -0.2 0.06
H -3.1149 -1.3755 0.0487 0.0 -0.3 -0.2 0.04
H 3.0508 -0.8991 1.2664 0.0 -0.3 0.1 0.03
H 0.2547 4.4093 -0.7445 0.1 -0.1 0.3 0.05
H 1.3580 -2.4743 4.2094 -0.1 0.2 0.0 0.08
H 0.2479 -1.2347 4.8705 0.0 -0.3 -0.2 0.07
H 2.9587 0.9648 3.2765 -0.3 -0.2 0.4 0.04
H -3.9248 3.3697 -2.4922 -0.1 -0.1 -0.2 0.11
H 1.3591 2.8960 2.8098 0.2 -0.2 0.0 0.04
H -2.5637 1.4066 2.6406 0.0 0.1 -0.1 0.07
H 0.8015 1.1628 0.5233 -1.0 1.5 -0.3 0.02
H 3.0412 -2.0340 2.6523 -0.1 0.1 -0.1 0.08
H -2.7423 4.7882 -2.1847 -0.1 0.0 0.4 0.11
H -1.6737 0.4736 1.5894 0.1 0.4 0.4 -0.02


# 2
63
Properties=species:S:1:pos:R:3:forces:R:3:lowdin_charge:R:1 method="wB97M-V/def2-TZVPD" charge=+4 orbital_gap_ev="4.710 / 5.035" e_tot_ha=-2038.34689
Sn 0.0905 0.3558 -0.0161 -0.7 0.0 2.4 1.09
P 1.4615 -0.8207 2.7480 1.4 -0.4 0.7 0.75
P 1.4687 2.4232 0.7422 1.5 1.1 0.0 0.72
P -1.0375 -2.2043 0.5615 -0.8 -2.8 -0.5 0.78
O -1.2433 1.7793 -1.7266 -0.3 -3.3 0.1 -0.22
N -1.5475 0.9945 1.4699 0.2 0.0 0.1 0.00
C -1.4143 -1.7317 -3.7710 -1.0 -1.4 -1.2 0.00
C -0.0413 -3.6564 -0.0459 0.6 1.4 0.5 -0.19
C -0.2827 -0.9765 -3.9506 1.9 -1.0 0.9 0.01
C -0.0410 0.2066 -3.1263 -2.1 1.1 0.3 -0.12
C 3.2467 2.1229 0.4215 -0.6 -0.5 0.4 -0.19
C -2.4340 -2.3373 -0.5709 0.1 0.8 -0.7 -0.27
C -0.8274 2.4455 -4.8830 0.5 -0.5 -0.7 0.18
C -1.7097 2.6234 -3.8822 -1.6 1.2 -0.4 0.05
C -1.8955 -2.9913 2.0041 0.4 1.0 0.6 -0.20
C 1.3119 3.1868 2.3880 -0.6 -0.5 0.1 -0.18
C 0.7156 -1.8729 4.0521 -0.7 0.1 -0.3 -0.23
C -2.6388 -1.1390 -3.2930 -0.2 -0.1 0.2 -0.02
C -2.6485 0.1656 -2.9346 -1.1 2.2 1.1 0.02
C -1.4137 0.8720 -2.6787 2.4 1.3 1.6 -0.43
C 0.9894 3.7305 -0.3872 -0.5 -0.4 -0.4 -0.22
C 2.3952 0.2500 3.9148 -0.3 0.5 -0.5 -0.27
C 2.8765 -1.8917 2.2395 -0.6 0.3 -0.6 -0.25
H -0.9477 1.7231 -5.6603 -0.5 -0.4 -0.6 0.12
H 0.4095 -0.1097 -1.9924 -0.4 0.2 -2.5 0.02
H -3.5997 0.6700 -2.6018 1.1 -0.6 -0.3 0.18
H -1.5039 -2.8061 -4.1161 0.4 1.4 0.2 0.17
H -1.6586 2.0064 1.5509 -0.2 0.0 -0.1 0.09
H -3.6125 -1.6372 -3.0605 1.1 -0.2 -1.0 0.17
H 3.5592 -1.2788 1.6357 0.0 -0.4 0.1 0.05
H 3.1149 -0.3602 4.4759 -0.2 0.1 -0.2 0.09
H -1.1840 -3.5811 2.5854 -0.2 0.1 0.0 0.06
H 0.5994 -1.2295 4.9357 -0.2 -0.4 -0.2 0.07
H 0.3431 3.7054 2.4186 0.3 -0.1 0.2 0.07
H 1.6712 4.5564 -0.2611 0.3 0.4 0.1 0.09
H 3.3567 1.6303 -0.5387 0.2 0.0 -0.2 0.06
H -0.2575 -2.2496 3.7194 0.3 0.0 0.6 0.00
H 3.6798 1.4903 1.2037 0.0 0.1 -0.2 0.05
H -0.0215 4.0609 -0.1696 -0.2 0.1 0.1 0.07
H -1.5225 3.2187 -3.0174 0.4 0.6 0.0 0.10
H -2.4616 0.6070 1.2438 -0.1 0.2 0.0 0.08
H 2.4785 -2.7341 1.6539 0.5 0.1 0.1 0.04
H -0.7127 -4.4312 -0.3935 -0.3 -0.1 0.0 0.08
H -2.0450 -2.1274 -1.5571 0.0 -0.1 0.1 -0.01
H 3.7651 3.0809 0.4059 0.0 0.1 0.0 0.09
H -2.7775 2.5663 -4.0804 -0.1 -0.6 -0.1 0.14
H 0.5488 -4.0161 0.7985 0.1 -0.1 -0.2 0.06
H -2.3303 -2.1899 2.6091 -0.1 -0.4 0.3 0.06
H 1.0072 3.3790 -1.4167 0.1 0.1 -0.1 0.05
H 0.6165 -3.3277 -0.8460 0.2 -0.2 -0.1 0.05
H -2.7039 -3.6320 1.6285 0.3 0.2 -0.1 0.09
H -1.3208 0.6686 2.4152 0.0 0.0 -0.2 0.07
H 1.3890 2.4591 3.2051 -0.1 0.3 -0.2 0.03
H 0.6389 -1.3593 -4.4399 -1.0 -0.1 0.0 0.16
H 1.3962 -2.7038 4.2879 -0.3 0.2 -0.1 0.08
H 2.1200 3.9275 2.4841 -0.1 -0.2 -0.1 0.10
H -2.8132 -3.3575 -0.6009 -0.1 0.0 0.3 0.09
H 0.5948 1.0235 -3.5537 0.0 -1.1 0.6 0.15
H 2.9153 1.0346 3.3540 0.1 -0.1 0.5 0.02
H 1.6547 0.6671 4.6061 0.4 0.2 0.0 0.06
H 0.0836 2.9895 -4.9637 0.8 0.5 0.2 0.11
H 3.3804 -2.2491 3.1474 -0.1 0.1 -0.3 0.07
H -3.2307 -1.6187 -0.3706 -0.1 -0.1 0.1 0.08


# 3
69
Properties=species:S:1:pos:R:3:forces:R:3:lowdin_charge:R:1 method="wB97M-V/def2-TZVPD" charge=0 orbital_gap_ev=9.362 e_tot_ha=-4280.58121
Br -1.4091 -1.0592 1.4026 0.0 -0.1 0.3 0.69
S 0.3300 2.2359 2.3312 0.6 -0.2 -0.6 0.91
O 1.2854 2.9288 1.2443 0.2 -0.5 0.3 -0.30
O -7.7899 -1.9761 -0.9696 0.0 0.1 -0.1 -0.18
O -8.1238 2.3469 -2.4889 0.0 0.0 0.2 -0.19
O -0.6572 1.5596 1.1826 0.0 0.1 0.2 -0.37
O -0.3878 3.3343 2.8925 -0.6 0.6 0.5 -0.36
O 5.1530 -0.6740 0.1909 0.2 -0.1 0.0 -0.21
O 8.1823 -3.8519 1.5225 0.0 -0.1 -0.2 -0.19
N -6.0298 0.6141 -1.2513 0.0 -0.1 -0.1 -0.05
N 8.1486 -1.5009 -0.3174 -0.1 0.0 0.2 -0.05
C 9.2799 -2.9797 1.2824 0.1 0.1 0.2 -0.22
C 6.2978 0.1518 0.3198 0.0 0.2 -0.1 -0.23
C 5.1706 -1.8597 0.9685 -0.2 0.0 -0.1 -0.09
C -3.1864 2.7528 0.8435 -0.4 -0.3 0.4 -0.07
C 7.9732 -4.8233 0.5160 0.0 0.0 0.1 -0.11
C 7.4638 -0.2397 -0.5819 0.0 -0.2 -0.1 -0.20
C 8.8082 -1.5738 0.9804 -0.2 0.0 -0.1 -0.22
C -1.7294 0.8519 1.7466 -0.4 0.0 -0.6 -0.78
C -8.7997 -1.1123 -1.4577 0.0 -0.1 0.2 -0.10
C -6.7323 2.4024 -2.7782 0.0 0.0 -0.3 -0.22
C 2.4594 2.1897 0.8207 0.2 0.0 -0.2 -0.26
C 2.9561 1.0824 1.7130 0.2 0.0 0.0 -0.10
C -6.5329 -1.8733 -1.6100 0.2 -0.2 0.0 -0.23
C -6.0864 1.0403 -2.6436 -0.1 -0.1 0.2 -0.21
C -8.4992 2.9932 -1.2885 -0.1 -0.1 -0.1 -0.12
C -3.0298 1.2394 1.0547 0.5 0.3 -0.4 -0.28
C -5.6300 -0.7774 -1.0535 0.0 0.2 0.2 -0.20
H -4.1618 3.0616 1.2020 -0.2 0.1 0.0 0.07
H 6.5903 0.2352 1.3736 0.0 -0.1 0.0 0.11
H 9.6727 -0.9033 0.9753 0.0 0.0 0.0 0.12
H 7.0829 -0.2896 -1.6047 0.0 0.1 0.0 0.12
H -4.6222 -0.9082 -1.4609 0.0 0.0 -0.1 0.12
H -9.5868 3.0370 -1.2679 0.0 0.0 0.0 0.09
H 8.2036 0.5666 -0.5600 0.0 0.0 0.1 0.12
H -8.8189 -0.1651 -0.9114 0.0 0.1 -0.1 0.07
H -5.5535 -0.9334 0.0255 0.0 -0.1 0.0 0.12
H 7.2341 -5.5286 0.8920 0.0 0.0 0.0 0.09
H 8.8944 -5.3697 0.2948 0.0 0.0 0.0 0.09
H 3.2475 2.9263 0.7354 0.0 0.4 0.0 0.12
H -2.4558 3.3307 1.3897 0.3 0.1 0.1 0.05
H -6.6611 -1.7989 -2.6966 -0.1 0.1 0.0 0.11
H 5.5983 -2.6976 0.4130 0.1 0.0 0.1 0.07
H -8.6854 -0.9155 -2.5264 0.0 0.1 0.0 0.09
H 2.2753 1.7989 -0.1749 -0.2 0.0 -0.1 0.12
H 9.9165 -3.3606 0.4791 -0.1 0.0 -0.1 0.12
H 3.9251 0.7939 1.3263 0.2 -0.1 -0.2 0.05
H -8.1088 4.0142 -1.2489 0.0 0.0 0.0 0.09
H 5.7130 -1.7239 1.9069 0.1 0.0 0.0 0.09
H -3.1257 2.9884 -0.2091 0.1 0.2 -0.2 0.07
H -6.6565 0.3421 -3.2711 0.0 0.0 -0.1 0.11
H 7.5896 -4.3810 -0.4100 0.1 0.0 0.0 0.08
H 9.8754 -2.9544 2.1992 0.0 0.0 0.0 0.12
H -6.2286 3.1386 -2.1452 0.0 0.0 0.1 0.12
H -1.7905 0.9959 2.8187 0.1 -0.1 0.3 0.09
H 4.1355 -2.1137 1.1993 0.0 0.0 0.0 0.09
H -2.9818 0.7630 0.0842 -0.2 -0.2 -0.2 0.08
H 3.1187 1.3969 2.7368 -0.2 0.1 0.3 0.08
H -9.7585 -1.6053 -1.2974 0.0 0.0 0.0 0.09
H -6.0308 -2.8263 -1.4243 0.0 0.0 0.0 0.12
H 8.1479 -1.2665 1.8026 0.1 0.0 0.1 0.11
H -5.0674 1.0921 -3.0390 0.0 0.0 0.0 0.12
H -6.9397 0.7500 -0.8311 0.0 0.0 0.0 0.07
H 5.9755 1.1506 0.0096 0.0 0.0 0.0 0.12
H -3.8812 0.8278 1.5803 0.0 -0.2 0.2 0.11
H 7.4759 -2.2531 -0.3864 0.0 0.0 0.0 0.07
H -8.1584 2.4462 -0.4025 0.0 0.1 0.0 0.08
H 2.3507 0.1868 1.6682 -0.3 -0.1 0.2 0.08
H -6.6342 2.7300 -3.8170 0.0 0.0 0.0 0.12